17
Properties=species:S:1:pos:R:3:forces:R:3:lowdin_charge:R:1 method="wB97M-V/def2-TZVPD" gap_ha=0.374 homo_ev=-15.289 total_charge=+1
C -2.4803 -1.7699 -0.1553 -4.093 -1.329 -1.053 0.131
C -2.1347 -0.5357 -0.1373 7.609 0.351 0.096 -0.032
C -0.2012 -0.1852 -0.1347 -4.688 -0.155 0.556 -0.149
C 1.2469 1.8250 -0.0862 2.310 -4.623 2.197 -0.011
N 0.6441 -1.1031 0.2678 2.183 3.792 -1.259 0.229
N 0.0475 1.0607 -0.3681 -1.321 0.721 0.209 0.011
N -2.9835 0.5886 0.0235 -1.800 -0.831 0.303 -0.344
O -4.1336 0.2423 0.2248 0.557 1.702 -0.073 0.148
O -2.5250 1.7143 -0.0702 -0.500 -0.006 0.112 0.107
H -3.5934 -1.8536 -0.1648 0.652 0.112 0.419 0.121
H -2.1730 -2.7466 -0.4545 1.677 -0.140 0.286 0.102
H 1.0241 2.8164 -0.0710 -0.366 2.768 -0.489 0.061
H 2.0736 1.4717 -0.7443 -0.570 0.885 0.236 0.114
H 1.5822 1.5413 1.0060 -0.483 0.617 -1.846 0.142
H 0.3957 -1.9971 0.5064 -0.544 -2.446 0.572 0.095
H 1.6410 -0.7599 0.2589 -1.329 -1.238 0.288 0.165
H -0.8493 1.5934 -0.3223 0.707 -0.181 -0.554 0.111

***

17
Properties=species:S:1:pos:R:3:forces:R:3:lowdin_charge:R:1 method="wB97M-V/def2-TZVPD" gap_ha=0.335 homo_ev=-14.049 total_charge=+1
C -0.0197 0.7445 0.6098 1.383 -4.703 0.753 -0.302
C -2.0290 -1.0296 -0.4552 -3.408 -0.077 -0.801 -0.410
C -1.8636 0.3909 -0.9348 1.807 0.290 0.224 -0.004
C 2.9866 0.2128 0.4654 -1.239 -1.104 -1.613 -0.222
N -0.9223 -1.4934 0.1835 -1.401 -5.797 -0.279 -0.021
N 0.1197 -0.9259 0.6997 1.439 6.160 2.083 -0.145
N -1.1180 1.2608 0.0922 -1.653 -2.493 -0.807 0.042
O -3.0534 -1.7112 -0.6666 3.525 1.801 0.688 0.118
S 1.4037 -0.1359 -0.4820 0.768 0.692 -0.846 1.061
H 0.4679 1.3313 1.3864 0.183 -0.566 0.034 0.140
H -1.1445 0.2992 -1.7573 -0.370 0.119 -0.414 0.124
H -2.8118 0.7216 -1.3081 -0.308 0.809 0.295 0.138
H 2.7224 0.4024 1.4371 -0.632 0.793 2.422 0.015
H 3.5719 0.9889 0.0212 -0.182 0.688 -0.565 0.060
H 3.5595 -0.6728 0.4742 0.559 -1.161 -0.216 0.040
H -0.9765 -2.5722 0.3429 0.272 2.412 -0.183 0.235
H -0.8929 2.1885 -0.1085 -0.742 2.136 -0.776 0.131

***

17
Properties=species:S:1:pos:R:3:forces:R:3:lowdin_charge:R:1 method="wB97M-V/def2-TZVPD" gap_ha=0.348 homo_ev=-12.827 total_charge=+1
C 3.5405 -0.1007 0.1376 0.334 -0.045 1.007 -0.356
C 0.4466 -0.4197 -0.4297 0.184 -4.135 -2.737 -0.263
C -1.4215 1.0242 -0.6034 0.234 1.421 2.282 -0.180
C -2.4733 0.4670 0.3945 -0.511 2.148 -0.824 -0.593
N 4.6463 -0.3596 0.3345 0.436 -0.045 -0.900 0.300
N 0.0115 0.7310 -0.1049 -1.081 0.889 0.901 0.095
N 0.6757 -1.4212 -1.0444 -0.629 1.407 1.423 0.311
O 2.4181 0.1795 0.0215 -0.776 1.099 -0.181 0.098
S -2.5304 -1.2733 0.1551 -0.914 -1.500 0.522 0.751
H -1.5590 2.1074 -0.5178 0.550 -0.060 -0.081 0.124
H -1.5400 0.8329 -1.6639 0.218 -0.775 0.050 0.130
H -2.1954 0.7223 1.4194 0.205 0.022 -0.147 0.079
H -3.3809 1.1401 0.1757 0.742 -1.628 0.224 0.119
H 0.4030 1.1613 0.7863 -0.740 -0.535 -1.791 0.211
H 0.6500 -2.4591 -1.1218 -0.187 1.573 0.330 0.166
H 5.4738 -0.6067 0.7633 1.483 -0.437 0.692 0.096
H -3.1648 -1.7255 1.2980 0.449 0.601 -0.770 -0.088

***

16
Properties=species:S:1:pos:R:3:forces:R:3:lowdin_charge:R:1 method="wB97M-V/def2-TZVPD" gap_ha=0.360 homo_ev=-9.220 smiles=CPc1nncn1C total_charge=0
C -2.6876 0.5562 0.0616 -0.536 1.142 0.019 -0.172
C -0.5613 0.6820 0.2439 2.816 -1.861 1.233 -0.355
C -1.3829 -1.7006 0.2924 -1.248 0.187 2.897 -0.042
C 2.1187 1.4875 -0.1634 3.499 0.503 1.117 -0.474
N -2.3010 1.8201 -0.0795 -3.135 -0.663 0.246 -0.036
N -1.0126 1.9081 0.0944 3.039 -0.824 -0.337 -0.028
N -1.5929 -0.2221 0.3132 -0.191 -0.255 -0.214 -0.132
P 1.5264 -0.1088 0.4768 -3.486 2.278 0.258 0.878
H -3.7672 0.3477 0.0676 0.918 -0.568 -0.069 0.121
H -0.3687 -1.8441 0.6998 -0.518 -0.225 -0.536 0.016
H -2.1109 -2.3584 0.9921 1.403 2.003 -1.616 0.136
H -1.4982 -1.9821 -0.7137 0.116 -0.858 -1.140 0.061
H 1.9463 2.3591 0.5152 -0.093 -0.902 -0.553 0.039
H 1.6741 1.7014 -1.1093 0.125 0.100 -0.798 0.000
H 3.3202 1.3505 -0.1976 -2.662 0.542 -0.400 0.073
H 1.5704 0.3883 1.8188 -0.047 -0.599 -0.108 -0.085

***

16
Properties=species:S:1:pos:R:3:forces:R:3:lowdin_charge:R:1 method="wB97M-V/def2-TZVPD" gap_ha=0.324 homo_ev=-8.244 smiles=CPc1nncn1C total_charge=0
C -2.0481 0.2333 -0.5804 -1.934 0.852 0.327 -0.225
C 0.0421 -0.0664 -0.1979 -0.390 -6.356 -0.809 -0.467
C -0.9236 2.0643 0.6148 2.927 -0.763 0.548 0.003
C 2.0056 -1.7866 0.2977 1.922 -0.678 1.264 -0.387
N -1.9548 -1.0229 -0.8302 -0.676 -1.407 -0.624 -0.077
N -0.7922 -1.4970 -0.6500 3.428 3.889 0.899 0.048
N -0.9103 0.7602 -0.0970 -1.185 2.798 0.116 -0.182
P 1.7846 0.0457 0.0658 1.173 -0.458 -0.935 0.825
H -2.9548 0.7672 -0.7050 -0.490 0.582 0.202 0.106
H -0.6928 1.8171 1.6965 -1.181 0.393 -1.024 0.114
H 0.0276 2.6439 0.3737 -1.584 -0.427 -0.351 0.100
H -1.8619 2.5238 0.3591 -0.040 0.533 0.409 0.079
H 1.2509 -2.2269 -0.3256 -0.020 -0.597 -0.227 -0.028
H 1.8443 -2.1357 1.3825 0.186 0.770 -1.603 0.055
H 3.0787 -2.1228 -0.0069 -1.920 0.680 0.453 0.059
H 2.1047 0.0027 -1.3972 -0.215 0.189 1.356 -0.025

***

16
Properties=species:S:1:pos:R:3:forces:R:3:lowdin_charge:R:1 method="wB97M-V/def2-TZVPD" gap_ha=0.300 homo_ev=-12.274 total_charge=+1
C -1.2101 -0.9161 2.2968 -0.770 0.074 0.190 -0.089
C -2.1804 -0.2346 1.6443 0.006 -0.469 0.689 -0.088
C -0.2655 0.0708 0.5111 1.323 0.247 -1.111 -0.134
C 1.8431 0.3962 -1.3479 -0.805 -0.255 -0.698 -0.560
N -0.0561 -0.7140 1.5839 -0.233 0.104 -0.050 0.011
N -1.5771 0.3515 0.5611 0.099 -0.056 0.102 0.016
N 1.3564 -0.2941 -2.3555 0.414 0.353 0.509 0.118
S 1.9474 2.0837 -1.2734 0.124 0.138 0.015 0.933
H -1.2454 -1.5095 3.1856 -0.086 -0.100 0.191 0.116
H -3.2195 -0.1227 1.8630 -0.264 -0.001 0.092 0.116
H 2.3340 -0.1350 -0.5450 -0.053 -0.049 -0.047 0.087
H -2.0660 0.9313 -0.1016 0.197 -0.060 0.033 0.143
H 1.3527 -1.3047 -2.3361 -0.017 0.076 0.065 0.141
H 0.8345 -1.1010 1.8498 -0.086 0.122 -0.121 0.139
H 0.8904 0.1554 -3.1340 0.091 -0.078 0.123 0.130
H 1.2617 2.3430 -2.4020 0.061 -0.045 0.017 -0.079

***

16
Properties=species:S:1:pos:R:3:forces:R:3:lowdin_charge:R:1 method="wB97M-V/def2-TZVPD" gap_ha="0.287 / 0.287" homo_ev="-12.426 / -12.426" total_charge=+1
C -1.5457 0.4826 -0.4359 0.297 2.037 0.814 -0.047
C -0.9874 -0.7170 -0.3712 -1.651 -0.650 -2.034 -0.220
C 1.3438 0.7174 0.0783 1.603 -2.887 -0.368 -0.579
C -0.8696 1.5720 0.4404 -4.481 0.999 2.216 -0.177
N 0.4986 1.6471 0.0922 1.100 2.722 -1.526 -0.013
N 0.0072 -0.9476 0.4502 1.309 2.463 2.848 -0.058
N 0.7967 -2.0373 0.2478 -0.060 0.556 -0.414 0.143
S 2.8280 0.1279 -0.2140 -1.727 0.874 0.366 0.846
H -2.1541 0.7297 -1.3014 -0.277 0.129 0.578 0.110
H -1.3149 -1.5032 -1.0454 0.014 -0.123 -0.197 0.132
H -1.3370 2.6388 0.3389 0.885 -2.016 -0.521 0.158
H -0.9647 1.5345 1.6161 0.172 -0.914 -2.256 0.169
H 0.6177 2.5351 -0.4544 0.930 -1.231 0.740 0.210
H 0.9107 -2.5795 1.0639 0.456 -0.587 1.534 0.168
H 1.6487 -1.5388 -0.0388 2.030 -0.484 -0.214 -0.001
H 0.5220 -2.6617 -0.4668 -0.600 -0.888 -1.565 0.160

***

16
Properties=species:S:1:pos:R:3:forces:R:3:lowdin_charge:R:1 method="wB97M-V/def2-TZVPD" gap_ha=0.370 homo_ev=-9.127 total_charge=0
C -0.4173 -0.9934 0.1942 -2.441 -1.867 1.534 -0.229
C -1.1536 1.1583 0.4061 -4.058 1.263 0.450 -0.288
C 0.4677 -2.1166 -0.2410 2.605 6.152 -2.320 -0.079
C -0.8786 2.4612 0.2410 0.373 0.537 0.112 0.009
N 3.1360 -0.4998 0.7807 -0.062 -1.722 2.104 0.196
N 3.1223 0.2862 0.0033 -0.575 -2.378 0.817 -0.347
N -0.3320 0.2205 -0.1096 2.062 -1.433 -0.399 -0.011
N 3.2068 1.1360 -0.7817 1.149 4.731 -2.687 0.107
H -1.2801 -1.4443 0.9478 1.640 1.443 -1.522 0.160
H -2.2520 0.7447 0.7745 2.746 1.280 -0.618 0.152
H 1.2872 -1.7037 -0.9897 -1.841 -1.155 1.250 0.116
H -0.0309 -2.9169 -0.5307 -2.343 -3.558 -1.790 0.017
H 0.9590 -2.3532 0.6080 1.977 -1.055 2.879 0.024
H 0.0724 2.8553 -0.1152 0.229 -0.985 -0.281 0.048
H -1.4551 3.3590 0.4247 -0.903 -0.673 0.647 0.043
H 2.7651 1.1257 -1.6771 -0.558 -0.579 -0.176 0.080

***

ΔE to the lowest compared entry with this formula, charge and spin, record by record: 157.1 109.8 65.4 27.9 41.8 41.7 108.8 109.5 kcal per mole